Molecular formula: C48H69N3O4P3S2Ti
Method: DFT, wB97M-V/def2-TZVPD

Structure (XYZ):
```
130
Properties=species:S:1:pos:R:3
Ti -0.252 -0.182 0.153
C 0.506 -4.546 1.001
C 0.510 -3.048 1.102
N -0.150 -2.319 0.255
N -0.968 -3.081 -0.608
C -2.113 -2.525 -0.759
S -2.607 -1.034 0.004
S -3.201 -3.376 -1.865
C -4.801 -2.972 -1.140
C -5.127 -3.602 0.196
C -4.216 -4.331 0.947
C -4.580 -4.849 2.185
C -5.857 -4.647 2.684
C -6.777 -3.925 1.933
C -6.412 -3.409 0.700
C 1.111 -2.447 2.307
C 1.986 -3.175 3.130
C 2.318 -2.732 4.392
C 1.713 -1.576 4.894
C 0.857 -0.839 4.106
C 0.613 -1.228 2.788
O -0.114 -0.461 1.983
H -0.229 -4.947 1.704
H 1.476 -4.951 1.276
H 0.237 -4.870 0.002
H -5.523 -3.289 -1.895
H -4.867 -1.885 -1.071
H -3.221 -4.515 0.560
H -3.861 -5.419 2.759
H -6.138 -5.052 3.647
H -7.781 -3.768 2.306
H -7.135 -2.847 0.118
H 2.403 -4.105 2.774
H 3.007 -3.299 5.003
H 1.917 -1.255 5.907
H 0.382 0.059 4.475
C -2.063 4.773 -0.659
C -1.023 3.671 -0.451
C -0.010 3.695 -1.601
P -1.724 1.951 -0.224
C -3.212 2.183 0.866
C -3.181 1.291 2.120
C -4.561 2.067 0.153
C -2.065 1.582 -1.963
C -2.951 2.318 -2.754
C -2.881 2.333 -4.135
C -3.873 3.098 -4.969
C -1.826 1.634 -4.722
C -0.962 0.868 -3.966
C -1.102 0.771 -2.577
N -0.273 -0.096 -1.805
C 0.288 -1.210 -2.514
C -0.427 -1.931 -3.470
C 0.137 -3.026 -4.088
C 1.445 -3.425 -3.805
C 2.075 -4.583 -4.531
C 2.140 -2.709 -2.845
C 1.566 -1.631 -2.170
P 2.315 -0.622 -0.852
C 3.653 -1.604 0.014
C 3.612 -3.127 -0.164
C 5.086 -1.110 -0.192
C 2.996 0.745 -1.931
C 3.589 0.283 -3.262
C 3.964 1.737 -1.271
H -1.532 5.720 -0.790
H -2.654 4.616 -1.560
H -2.740 4.900 0.184
H -0.500 3.877 0.480
H 0.714 2.883 -1.537
H -0.513 3.628 -2.566
H 0.541 4.638 -1.574
H -3.085 3.210 1.212
H -2.171 1.052 2.452
H -3.704 0.351 1.953
H -3.694 1.810 2.933
H -4.614 1.166 -0.457
H -5.350 2.013 0.906
H -4.773 2.929 -0.478
H -3.720 2.909 -2.279
H -4.461 3.782 -4.357
H -3.373 3.680 -5.743
H -4.567 2.420 -5.469
H -1.683 1.685 -5.795
H -0.166 0.330 -4.462
H -1.443 -1.642 -3.708
H -0.451 -3.587 -4.806
H 2.327 -4.314 -5.559
H 2.992 -4.908 -4.039
H 1.394 -5.434 -4.577
H 3.163 -2.991 -2.639
H 3.396 -1.417 1.054
H 4.229 -3.440 -1.005
H 4.037 -3.588 0.731
H 2.614 -3.531 -0.320
H 5.755 -1.730 0.410
H 5.403 -1.203 -1.231
H 5.230 -0.079 0.121
H 2.061 1.274 -2.146
H 4.476 -0.338 -3.117
H 2.881 -0.272 -3.872
H 3.899 1.167 -3.827
H 4.994 1.407 -1.390
H 3.877 2.707 -1.767
H 3.768 1.902 -0.215
C 4.245 1.131 3.698
C 3.341 0.819 2.535
O 2.102 1.545 2.704
P 1.151 1.868 1.455
O -0.054 2.554 2.269
C -0.170 2.870 3.676
C 0.068 4.337 3.941
O 1.854 3.037 0.655
C 2.261 4.349 1.090
C 3.488 4.320 1.975
H 5.093 0.445 3.694
H 3.704 0.998 4.635
H 4.626 2.152 3.657
H 3.107 -0.245 2.512
H 3.800 1.100 1.584
H 0.519 2.248 4.243
H -1.189 2.590 3.942
H 1.112 4.608 3.789
H -0.188 4.565 4.977
H -0.556 4.957 3.295
H 1.415 4.825 1.587
H 2.461 4.896 0.171
H 3.265 3.937 2.970
H 3.884 5.332 2.077
H 4.267 3.698 1.530
```

Results
ΔE to the lowest compared entry with this formula, charge and spin = 64.77 kJ/mol
E_LUMO = -0.103 Ha
total charge = +1
max |F| = 1.1 eV/A
E_tot = -5005.56444 hartree
HOMO energy = -9.48 eV